Formula: C17H62N8O14
Source: the Open Molecules 2025 dataset
Level of theory: ωB97M-V/def2-TZVPD

Each line ends with the Mulliken charge.
Element x y z (Å)
C1 2.13148 -3.18176 1.97198  -0.924
C2 1.30048 -3.65576 0.79798  1.676
O1 1.94548 -4.85876 0.37498  -0.639
H1 2.04848 -3.83676 2.80398  0.421
H2 1.87848 -2.22576 2.38798  0.025
H3 3.22348 -3.10376 1.74998  0.111
H4 1.23048 -2.96876 -0.07702  -0.390
H5 0.21848 -3.70576 1.02498  -0.608
H6 2.28248 -4.77976 -0.51502  0.400
C3 -1.66152 3.31424 -2.69702  -0.580
C4 -2.66352 2.21924 -2.24202  -0.074
O2 -2.41352 1.86324 -0.83002  -0.398
H7 -0.62452 2.89324 -2.66102  -0.353
H8 -1.78352 4.20224 -2.06802  0.334
H9 -1.87352 3.54924 -3.78002  0.412
H10 -2.63652 1.26724 -2.83802  -0.029
H11 -3.63352 2.62524 -2.35502  0.470
H12 -2.70552 0.95824 -0.63002  0.077
C5 -0.33452 -0.63976 0.25998  2.214
C6 0.42348 0.35224 -0.60102  1.074
O3 0.91148 1.38224 0.23198  0.403
H13 -1.09052 -0.13676 0.90798  -1.390
H14 0.26948 -1.14376 1.01698  -0.835
H15 -0.92952 -1.37376 -0.34602  0.049
H16 -0.22252 0.77124 -1.36402  -0.945
H17 1.30648 -0.17976 -1.06402  0.065
H18 0.19048 1.79324 0.75898  -0.557
C7 3.74848 2.37624 2.23098  0.589
O4 3.20348 1.52424 3.23398  -0.764
N1 3.25148 2.60324 1.04898  0.032
N2 4.87248 3.02624 2.48098  -0.400
H19 2.36848 2.17724 0.81098  0.098
H20 3.72348 3.03924 0.30298  0.355
H21 5.27048 2.99824 3.48498  0.318
H22 5.21648 3.61124 1.74098  0.151
C8 -1.78052 3.62724 2.00098  0.423
O5 -3.05052 3.08924 2.23498  -0.698
N3 -1.03152 3.25724 0.97098  -0.143
N4 -1.20552 4.49124 2.82398  -0.338
H23 -1.53552 2.57424 0.34798  0.035
H24 -0.29252 3.86024 0.58098  0.189
H25 -1.84552 4.74724 3.55998  0.280
H26 -0.28552 4.89224 2.78998  0.182
C9 -2.68152 -3.34776 0.34598  0.600
O6 -1.64252 -3.50876 -0.46402  -0.667
N5 -2.59652 -3.31576 1.61298  -0.046
N6 -3.85452 -3.10476 -0.10702  -0.533
H27 -1.66152 -3.50476 1.96198  0.052
H28 -3.35652 -3.17976 2.19798  0.124
H29 -3.93352 -3.33076 -1.09502  0.277
H30 -4.70552 -3.15976 0.51298  0.216
C10 -1.05452 -2.62676 4.53498  0.425
O7 -0.46752 -3.37876 3.51898  -0.750
N7 -0.93052 -1.35676 4.56498  -0.231
N8 -1.55952 -3.06176 5.63798  -0.406
H31 -0.43452 -0.92776 3.73598  0.147
H32 -1.41052 -0.67576 5.08598  0.287
H33 -1.41452 -4.08076 5.90898  0.306
H34 -1.93852 -2.48576 6.42398  0.171
C11 0.13948 1.25724 3.11098  -1.130
O8 0.99448 0.13924 3.00998  -0.416
H35 -0.22052 1.40224 4.08898  0.756
H36 -0.77352 1.11924 2.48198  0.197
H37 0.58248 2.22224 2.91798  0.276
H38 1.83448 0.50424 2.79198  0.197
C12 3.70948 -0.66676 -0.19302  -0.293
O9 3.48448 -1.80976 -0.95802  -0.485
H39 2.96948 -0.57276 0.64398  -0.095
H40 3.66748 0.18024 -0.94902  0.124
H41 4.68648 -0.52576 0.35998  0.437
H42 4.29748 -2.33176 -0.84302  0.268
C13 -1.96552 -1.62776 -2.96902  0.091
O10 -2.68452 -1.81976 -4.20302  -0.657
H43 -1.15552 -0.92876 -3.14002  -0.352
H44 -1.47552 -2.50776 -2.62702  0.547
H45 -2.64452 -1.19776 -2.20902  0.129
H46 -2.87752 -0.99976 -4.68202  0.323
C14 -0.00452 0.95424 -4.90502  0.002
O11 0.12748 2.29824 -5.14602  -0.504
H47 -1.05252 0.67624 -4.78602  -0.037
H48 0.49248 0.68824 -3.95002  -0.206
H49 0.47248 0.31724 -5.72602  0.408
H50 0.88648 2.36424 -5.75202  0.348
C15 -3.98152 0.17024 1.30298  -0.665
O12 -3.68852 -0.31776 -0.01702  -0.689
H51 -4.74052 -0.42676 1.87198  0.407
H52 -4.33852 1.23024 1.15398  0.246
H53 -3.10652 0.28924 1.90098  0.060
H54 -3.83952 -1.25776 -0.12802  0.336
C16 1.59848 -2.22176 -4.08602  -0.399
O13 1.62348 -2.74976 -2.82102  -0.396
H55 0.58448 -1.87576 -4.20202  0.007
H56 1.76748 -2.94076 -4.91102  0.306
H57 2.30348 -1.42876 -4.19102  0.286
H58 2.25948 -2.22576 -2.34702  0.214
C17 2.53048 2.42724 -2.58802  -0.177
O14 3.42748 3.27624 -1.82802  -0.537
H59 1.48648 2.73324 -2.56602  0.163
H60 2.47948 1.41724 -2.14202  -0.055
H61 2.83648 2.44224 -3.65702  0.395
H62 3.53448 4.07524 -2.35502  0.281

Frontier orbital gap (eV): 8.7
ΔE to the lowest compared entry with this formula, charge and spin (kcal per mole): 0.00



Formula: C17H64FeN32O19
Source: the Open Molecules 2025 dataset
Level of theory: ωB97M-V/def2-TZVPD

Each line ends with the Mulliken spin population.
Element x y z (Å)
Fe1 -2.99033 0.67659 0.07332  3.776
C1 -0.49921 0.31751 0.00744  -0.077
O1 -1.30156 -0.35322 0.71108  0.132
O2 -1.05674 1.31160 -0.42750  0.071
O3 0.60297 -0.11358 -0.37401  0.009
C2 -5.12027 -1.96880 0.47055  0.002
O4 -4.55996 -0.91320 0.42391  0.026
N1 -6.08559 -2.29677 1.20908  0.000
N2 -4.89520 -2.97219 -0.29592  0.002
H1 -6.76839 -1.60177 1.47526  0.000
H2 -6.09189 -3.16745 1.72092  0.000
H3 -4.26766 -2.98528 -1.08720  -0.001
H4 -4.90331 -3.90479 0.09175  0.000
C3 -3.90695 3.62011 -0.38469  0.010
O5 -3.85408 2.45339 -0.36088  0.031
N3 -3.23873 4.45635 -1.08348  0.002
N4 -4.54006 4.26186 0.49316  0.003
H5 -2.74237 4.04122 -1.85898  0.000
H6 -3.00089 5.34607 -0.66884  0.000
H7 -5.16029 3.71032 1.06870  0.000
H8 -4.60971 5.26629 0.57292  0.000
C4 -2.67818 -4.79840 -2.33775  0.000
O6 -2.60058 -3.60619 -2.18780  0.000
N5 -3.29370 -5.35676 -3.40693  0.000
N6 -2.11751 -5.73109 -1.66271  0.000
H9 -3.07832 -6.29548 -3.71109  0.000
H10 -3.95867 -4.90510 -4.01842  0.000
H11 -1.70456 -6.33735 -2.35699  0.000
H12 -1.48423 -5.46427 -0.92253  0.000
C5 3.03729 2.44875 -0.91540  0.000
O7 4.08490 3.04556 -1.09786  0.000
N7 2.36031 2.75367 0.11067  0.000
N8 2.41773 1.59240 -1.71234  0.000
H13 2.77381 3.26239 0.87900  0.000
H14 1.47925 2.28995 0.28039  0.001
H15 1.78596 1.05945 -1.13188  -0.002
H16 2.93913 1.18166 -2.47361  0.000
C6 -0.07643 5.69721 0.99553  0.000
O8 -0.56472 6.48049 0.21059  0.000
N9 -0.44459 4.44289 1.09125  0.000
N10 0.91227 5.88552 1.76766  0.000
H17 0.03984 3.94293 1.82301  0.000
H18 -1.09664 3.93480 0.51093  -0.002
H19 1.19575 6.85369 1.81636  0.000
H20 1.57608 5.12576 1.81477  0.000
C7 0.59177 2.69316 4.34652  0.000
O9 0.34734 3.78479 3.87746  0.000
N11 0.21330 1.54383 3.89932  0.000
N12 1.73479 2.37569 4.93356  0.000
H21 0.76280 0.80028 4.30588  0.000
H22 -0.43667 1.44714 3.13232  0.000
H23 2.41469 3.12172 4.96933  0.000
H24 1.98239 1.44603 5.24099  0.000
C8 0.55583 -3.80749 -0.16500  0.000
O10 0.74009 -4.99971 -0.30638  0.000
N13 -0.53285 -3.22710 0.42549  0.001
N14 1.39605 -2.79443 -0.45196  0.000
H25 -0.68874 -2.22949 0.44951  -0.005
H26 -1.24480 -3.71534 0.94975  0.000
H27 1.20681 -1.80432 -0.38895  -0.001
H28 2.31492 -3.14426 -0.68306  0.000
C9 6.96041 1.53845 0.97527  0.000
O11 7.79257 0.85441 1.65362  0.000
N15 5.71170 1.29737 0.78098  0.000
N16 7.31621 2.62528 0.34617  0.000
H29 5.47524 0.38404 1.14156  0.000
H30 5.18434 1.82714 0.10178  0.000
H31 6.81395 3.12488 -0.37372  0.000
H32 8.18375 3.02275 0.67706  0.000
C10 -3.45048 0.11232 -3.03758  0.001
O12 -3.50641 0.21026 -1.85865  0.009
N17 -3.85063 1.07981 -3.81728  0.003
N18 -2.98914 -0.93048 -3.65347  0.002
H33 -3.83907 0.84785 -4.80021  0.001
H34 -3.41410 1.89102 -3.40319  0.000
H35 -2.89933 -1.85931 -3.26707  -0.001
H36 -2.88169 -0.86951 -4.65589  0.001
C11 -0.00282 -1.41014 -4.05384  0.000
O13 -0.09192 -2.18579 -4.99149  0.000
N19 0.07350 -0.14256 -4.00898  0.000
N20 -0.19583 -1.79733 -2.79057  0.000
H37 0.27648 0.36794 -3.16147  0.000
H38 0.11434 0.31628 -4.90781  0.000
H39 0.04744 -1.09926 -2.10236  -0.003
H40 -0.71520 -2.65183 -2.64852  0.000
C12 6.75954 -2.60135 1.64178  0.000
O14 7.90561 -2.92102 1.29998  0.000
N21 6.27608 -2.44530 2.82758  0.000
N22 5.83885 -2.30852 0.79993  0.000
H41 5.34915 -2.05296 2.91106  0.000
H42 6.79355 -2.76985 3.63194  0.000
H43 4.89818 -1.99839 0.99754  0.000
H44 6.10645 -2.47429 -0.15977  0.000
C13 -1.07234 3.59952 -3.11763  0.001
O15 -2.14598 3.10030 -3.29493  0.001
N23 -0.18626 3.16876 -2.26793  0.001
N24 -0.66683 4.59586 -3.75659  0.000
H45 0.65499 3.71981 -2.17447  0.000
H46 -0.47879 2.38589 -1.70080  -0.006
H47 -1.27734 4.70862 -4.55324  0.000
H48 0.28491 4.93147 -3.71570  0.000
C14 2.87064 -1.01459 2.26478  0.000
O16 3.74811 -1.12353 3.07999  0.000
N25 1.62901 -1.55322 2.32659  0.000
N26 2.92866 0.00584 1.38201  0.000
H49 1.51984 -1.88001 3.27601  0.000
H50 1.05364 -1.70626 1.51073  0.000
H51 3.76268 0.53103 1.16137  0.000
H52 2.16356 -0.11022 0.73297  0.000
C15 -2.84245 -3.78500 2.74214  0.000
O17 -2.32730 -4.87175 2.63782  0.000
N27 -2.29415 -2.62721 2.84380  0.000
N28 -4.06486 -3.73276 2.98831  0.000
H53 -1.29682 -2.53476 2.71384  -0.001
H54 -2.89712 -1.83232 2.68673  0.002
H55 -4.52975 -2.91956 3.36604  0.000
H56 -4.53825 -4.61596 3.11465  0.000
C16 -3.75201 1.24060 3.23074  0.001
O18 -3.56224 1.09823 2.00309  0.009
N29 -2.91397 1.91178 4.00899  0.000
N30 -4.85680 0.97948 3.89877  0.000
H57 -3.15242 2.25804 4.92733  0.001
H58 -2.12543 2.32489 3.53186  -0.001
H59 -5.08085 1.32964 4.81926  0.000
H60 -5.70088 0.73442 3.40120  0.000
C17 4.02414 -2.59134 -2.75189  0.000
O19 4.21971 -3.04280 -1.65038  0.000
N31 4.54156 -3.04720 -3.84345  0.000
N32 3.25884 -1.63769 -2.94816  0.000
H61 4.15526 -2.61440 -4.67022  0.000
H62 5.19087 -3.82069 -3.85777  0.000
H63 2.61498 -1.39643 -2.20834  0.000
H64 3.22867 -1.32505 -3.90808  0.000

2S+1: 5
Expectation value of S²: 6.0068
Frontier orbital gap (eV): 7.3



Formula: C17H7Cl5CoF3IN5O2S
Source: the Open Molecules 2025 dataset
Level of theory: ωB97M-V/def2-TZVPD

Each line ends with the natural charge from an NBO analysis.
Element x y z (Å)
Co1 0.24716 -0.03714 -0.05636  0.945
F1 -2.26267 -3.99920 3.92738  -0.320
C1 -1.96587 -3.48066 2.72399  0.982
F2 -1.31675 -4.42467 2.02792  -0.309
F3 -3.12773 -3.24750 2.09115  -0.314
C2 -1.14986 -2.22617 2.85365  -0.218
C3 -0.77150 -1.72818 4.08266  -0.088
C4 -0.01303 -0.56349 4.16347  -0.287
C5 0.34337 0.07338 2.99563  0.086
N1 -0.03234 -0.40341 1.81067  -0.456
C6 -0.75548 -1.53116 1.70597  0.095
S1 -1.02398 -1.83214 0.03376  0.101
H1 -1.06750 -2.25048 4.98204  0.242
H2 0.29725 -0.16222 5.11613  0.236
H3 0.93716 0.97665 2.99195  0.219
Cl1 -3.34391 0.26353 -1.13082  0.046
C7 -2.40110 1.56381 -0.50163  0.019
C8 -1.08353 1.36192 -0.11220  -0.245
C9 -0.38058 2.49080 0.24432  -0.089
Cl2 1.33503 2.17177 0.52793  0.038
C10 -0.88817 3.77487 0.31721  -0.098
Cl3 0.10234 5.09558 0.78614  0.065
C11 -2.22919 3.94014 -0.01436  -0.084
Cl4 -2.93994 5.50082 0.07473  0.068
C12 -2.97769 2.83783 -0.43807  -0.112
Cl5 -4.61736 3.07133 -0.89609  0.068
O1 1.99257 -0.85728 -0.02028  -0.626
N2 2.21678 -2.09731 -0.35790  0.071
C13 3.20776 -2.23830 -1.18035  -0.133
C14 3.88567 -1.09398 -1.73373  0.281
N3 4.41022 -0.16395 -2.16001  -0.337
C15 3.59680 -3.55519 -1.59169  0.262
N4 3.92165 -4.59671 -1.95061  -0.284
N5 1.75674 1.49464 -2.66899  -0.763
C16 0.83361 0.56866 -2.89091  0.683
O2 0.28340 -0.09429 -1.99791  -0.635
C17 0.41515 0.31848 -4.30840  -0.608
I1 -0.96464 1.83630 -4.89788  0.145
H4 2.15259 1.59936 -1.74784  0.427
H5 2.23441 1.92871 -3.44008  0.416
H6 -0.10966 -0.62757 -4.36182  0.265
H7 1.25280 0.34238 -4.99876  0.246

Frontier orbital gap (alpha / beta) (eV): 7.7 / 7.7
ΔE to the lowest compared entry with this formula, charge and spin (kcal per mole): 2.76



| no. | electronic energy (eV) |
| --- | --- |
| 1 | -59215.856 |
| 2 | -139649.428 |
| 3 | -156614.292 |